Here is a 15-piece molecular cluster, C90H225N15 overall from OMol25. Energies are from wB97M-V/def2-TZVPD.

The multiplicity is 1. As for the orbital gap: 8.0 eV. For the total energy, the calculation gives -119316.945 eV. The calculation puts the LUMO energy at 0.30 eV. The charge is 0.

Each line ends with the Löwdin charge.
Cartesian coordinates (Å):
C 7.005 3.721 24.264  -0.073
C 7.162 4.239 22.804  -0.218
N 8.528 4.347 22.191  -0.161
C 8.434 4.605 20.779  -0.292
C 8.210 3.313 19.980  -0.063
C 9.218 5.423 22.873  -0.268
C 10.727 5.200 22.912  -0.068
H 7.799 3.001 24.460  0.040
H 6.051 3.195 24.308  0.066
H 7.136 4.581 24.921  0.066
H 6.607 3.514 22.207  0.102
H 6.669 5.211 22.820  0.112
H 7.617 5.259 20.473  0.110
H 9.315 5.153 20.446  0.078
H 8.599 2.479 20.563  0.070
H 7.138 3.153 19.866  0.067
H 8.730 3.511 19.042  0.061
H 8.918 5.599 23.906  0.110
H 9.097 6.389 22.383  0.095
H 10.898 4.636 23.829  0.053
H 11.240 6.152 23.053  0.054
H 11.055 4.569 22.086  0.068
C 15.140 13.483 19.851  -0.100
C 15.108 12.187 19.083  -0.286
N 14.824 12.215 17.656  -0.175
C 15.076 10.921 17.005  -0.270
C 14.360 9.699 17.565  -0.086
C 13.445 12.796 17.357  -0.198
C 13.172 12.812 15.820  -0.098
H 14.184 13.987 19.997  0.068
H 15.906 14.178 19.509  0.077
H 15.471 13.255 20.864  0.059
H 16.068 11.693 19.233  0.120
H 14.368 11.539 19.552  0.096
H 14.908 11.072 15.939  0.092
H 16.136 10.673 17.055  0.110
H 13.303 9.879 17.760  0.059
H 14.628 8.824 16.972  0.076
H 14.890 9.499 18.496  0.063
H 13.448 13.794 17.794  0.101
H 12.639 12.211 17.800  0.097
H 14.053 13.137 15.267  0.070
H 12.440 13.591 15.605  0.064
H 12.880 11.880 15.336  0.065
C 19.509 4.491 10.097  -0.085
C 18.704 4.046 11.303  -0.280
N 17.479 4.825 11.498  -0.183
C 16.304 3.972 11.823  -0.235
C 16.433 3.401 13.233  -0.079
C 17.729 6.159 12.105  -0.219
C 16.467 7.024 11.928  -0.074
H 19.292 3.766 9.312  0.066
H 20.572 4.516 10.337  0.069
H 19.135 5.464 9.778  0.069
H 18.490 2.978 11.339  0.101
H 19.429 4.177 12.106  0.100
H 15.371 4.523 11.706  0.079
H 16.226 3.181 11.076  0.093
H 17.331 2.837 13.483  0.064
H 16.327 4.242 13.919  0.073
H 15.564 2.754 13.351  0.053
H 18.674 6.613 11.807  0.110
H 17.927 6.035 13.170  0.099
H 16.096 7.163 10.912  0.048
H 16.624 8.020 12.341  0.069
H 15.654 6.666 12.559  0.067
C 14.083 7.908 23.796  -0.090
C 13.212 9.038 24.498  -0.207
N 12.181 9.644 23.612  -0.167
C 11.158 10.330 24.403  -0.254
C 10.246 9.289 25.068  -0.082
C 12.719 10.572 22.633  -0.268
C 13.595 11.776 23.139  -0.061
H 14.888 7.468 24.384  0.065
H 14.790 8.159 23.005  0.052
H 13.436 7.161 23.335  0.050
H 12.791 8.322 25.204  0.100
H 13.976 9.686 24.927  0.101
H 10.549 10.901 23.701  0.104
H 11.588 11.087 25.059  0.110
H 9.408 9.821 25.518  0.066
H 10.678 8.789 25.935  0.060
H 9.800 8.469 24.505  0.064
H 13.399 10.143 21.897  0.092
H 11.841 10.982 22.133  0.097
H 12.926 12.270 23.845  0.058
H 14.497 11.370 23.597  0.067
H 13.771 12.525 22.367  0.052
C 9.696 4.089 14.889  -0.074
C 9.268 4.576 13.517  -0.266
N 9.077 6.001 13.535  -0.219
C 7.868 6.470 14.204  -0.238
C 8.042 7.974 14.525  -0.089
C 9.393 6.621 12.208  -0.201
C 10.921 6.425 11.930  -0.081
H 9.759 3.003 14.950  0.074
H 9.011 4.435 15.664  0.053
H 10.652 4.494 15.222  0.053
H 9.977 4.287 12.740  0.094
H 8.341 4.137 13.148  0.114
H 7.039 6.289 13.520  0.109
H 7.590 5.886 15.082  0.092
H 7.213 8.285 15.160  0.064
H 8.950 8.317 15.021  0.071
H 7.962 8.566 13.613  0.055
H 9.300 7.707 12.206  0.098
H 8.776 6.129 11.456  0.113
H 11.169 5.383 11.730  0.034
H 11.558 6.847 12.708  0.078
H 11.083 7.037 11.042  0.063
C 13.182 4.016 9.924  -0.090
C 12.905 4.658 8.527  -0.198
N 14.140 5.092 7.848  -0.206
C 14.795 4.067 6.973  -0.224
C 15.409 2.944 7.777  -0.100
C 15.108 5.950 8.527  -0.260
C 14.455 7.320 8.699  -0.093
H 13.852 3.156 9.905  0.042
H 12.234 3.753 10.395  0.061
H 13.690 4.757 10.540  0.044
H 12.552 3.791 7.969  0.109
H 12.189 5.461 8.702  0.101
H 14.087 3.754 6.204  0.112
H 15.637 4.638 6.582  0.103
H 16.060 3.351 8.551  0.065
H 14.716 2.224 8.213  0.062
H 15.908 2.328 7.029  0.072
H 15.918 6.236 7.855  0.108
H 15.582 5.464 9.380  0.084
H 14.000 7.401 9.686  0.057
H 13.648 7.565 8.008  0.077
H 15.245 8.053 8.535  0.069
C 13.103 3.195 15.693  -0.086
C 13.872 2.825 16.941  -0.237
N 13.003 2.668 18.158  -0.180
C 13.714 1.943 19.204  -0.235
C 12.709 1.535 20.397  -0.063
C 12.205 3.843 18.578  -0.219
C 13.134 4.932 19.081  -0.076
H 12.084 2.817 15.779  0.056
H 13.523 2.747 14.793  0.058
H 13.045 4.282 15.644  0.071
H 14.578 2.003 16.820  0.104
H 14.527 3.648 17.228  0.093
H 14.269 1.076 18.845  0.092
H 14.531 2.538 19.611  0.092
H 11.837 1.066 19.941  0.067
H 13.160 0.843 21.108  0.055
H 12.262 2.402 20.885  0.040
H 11.533 3.553 19.386  0.088
H 11.598 4.294 17.793  0.096
H 13.790 4.541 19.859  0.069
H 12.626 5.666 19.707  0.046
H 13.780 5.381 18.327  0.075
C 9.018 6.664 18.038  -0.063
C 8.997 8.134 18.465  -0.248
N 9.243 8.291 19.906  -0.121
C 10.580 7.696 20.303  -0.267
C 11.849 8.398 19.962  -0.092
C 9.087 9.671 20.505  -0.232
C 7.645 10.193 20.396  -0.104
H 8.464 6.039 18.738  0.050
H 10.031 6.286 17.903  0.071
H 8.354 6.606 17.175  0.056
H 9.636 8.759 17.841  0.107
H 8.009 8.536 18.241  0.099
H 10.591 6.661 19.962  0.070
H 10.591 7.529 21.380  0.079
H 11.869 9.480 20.094  0.057
H 11.750 8.373 18.877  0.061
H 12.779 7.919 20.266  0.080
H 9.442 9.720 21.534  0.102
H 9.590 10.510 20.025  0.098
H 7.385 10.362 19.351  0.067
H 6.958 9.708 21.089  0.070
H 7.487 11.150 20.893  0.064
C 17.807 -0.381 14.386  -0.074
C 17.115 -1.410 13.444  -0.205
N 17.134 -1.079 11.983  -0.171
C 18.472 -1.085 11.349  -0.273
C 19.135 -2.437 11.213  -0.093
C 16.512 0.217 11.771  -0.264
C 15.022 0.120 12.143  -0.075
H 18.003 -0.788 15.379  0.067
H 17.237 0.493 14.699  0.051
H 18.686 0.027 13.889  0.065
H 17.604 -2.383 13.500  0.097
H 16.097 -1.528 13.813  0.082
H 18.250 -0.799 10.321  0.106
H 19.219 -0.349 11.647  0.105
H 19.110 -2.989 12.153  0.054
H 18.508 -3.089 10.605  0.077
H 20.190 -2.441 10.940  0.076
H 16.511 0.419 10.700  0.110
H 17.113 0.990 12.251  0.080
H 14.767 0.121 13.203  0.042
H 14.554 -0.800 11.794  0.083
H 14.439 0.905 11.662  0.060
C 7.821 -2.604 21.101  -0.091
C 7.354 -2.225 22.473  -0.245
N 5.882 -2.076 22.593  -0.197
C 5.333 -1.449 23.774  -0.241
C 5.685 0.059 23.780  -0.080
C 5.243 -3.368 22.318  -0.243
C 3.668 -3.430 22.082  -0.074
H 8.892 -2.412 21.042  0.062
H 7.556 -2.023 20.217  0.083
H 7.646 -3.675 20.998  0.057
H 7.650 -3.028 23.148  0.092
H 7.852 -1.343 22.876  0.099
H 4.247 -1.535 23.734  0.103
H 5.728 -1.991 24.634  0.113
H 5.430 0.577 24.705  0.065
H 6.739 0.283 23.614  0.039
H 5.142 0.565 22.982  0.073
H 5.605 -4.127 23.011  0.108
H 5.567 -3.742 21.346  0.090
H 3.308 -4.265 21.481  0.064
H 3.379 -2.549 21.509  0.070
H 3.183 -3.395 23.057  0.053
C 19.843 2.571 20.532  -0.089
C 20.379 1.140 20.713  -0.254
N 21.731 1.026 21.264  -0.188
C 22.626 2.108 20.785  -0.242
C 23.712 2.304 21.931  -0.072
C 22.347 -0.283 20.956  -0.243
C 21.624 -1.548 21.544  -0.077
H 20.038 3.307 21.311  0.076
H 18.760 2.452 20.528  0.069
H 20.309 2.937 19.617  0.070
H 19.711 0.616 21.397  0.101
H 20.380 0.539 19.804  0.109
H 23.045 2.013 19.784  0.113
H 22.076 3.048 20.741  0.075
H 24.463 1.608 21.556  0.045
H 24.053 3.339 21.925  0.063
H 23.453 1.839 22.882  0.071
H 23.397 -0.311 21.248  0.102
H 22.353 -0.513 19.890  0.102
H 21.324 -1.348 22.573  0.055
H 22.420 -2.286 21.646  0.068
H 20.716 -1.874 21.036  0.052
C 9.122 1.699 27.140  -0.098
C 9.669 0.539 26.390  -0.270
N 11.042 0.920 25.957  -0.151
C 11.836 -0.255 25.543  -0.249
C 12.228 -1.078 26.868  -0.067
C 10.962 1.900 24.777  -0.214
C 10.170 1.451 23.549  -0.084
H 8.263 1.447 27.762  0.073
H 8.579 2.414 26.523  0.047
H 9.924 2.159 27.718  0.090
H 9.619 -0.296 27.089  0.101
H 9.056 0.137 25.584  0.102
H 12.861 -0.038 25.241  0.076
H 11.468 -0.876 24.727  0.076
H 12.915 -1.880 26.598  0.056
H 11.299 -1.473 27.278  0.044
H 12.622 -0.429 27.651  0.071
H 10.532 2.834 25.137  0.087
H 12.000 2.091 24.504  0.111
H 9.104 1.288 23.705  0.046
H 10.270 2.283 22.852  0.045
H 10.679 0.579 23.136  0.066
C 14.304 -6.021 23.060  -0.098
C 13.025 -5.872 22.223  -0.225
N 11.715 -5.846 23.001  -0.175
C 10.644 -5.822 22.014  -0.267
C 9.270 -5.838 22.639  -0.100
C 11.690 -4.816 24.026  -0.245
C 11.733 -3.376 23.504  -0.055
H 14.063 -6.870 23.699  0.076
H 14.458 -5.144 23.690  0.044
H 15.287 -6.299 22.682  0.071
H 13.132 -4.914 21.715  0.086
H 13.084 -6.744 21.571  0.113
H 10.740 -5.056 21.244  0.104
H 10.739 -6.797 21.535  0.115
H 8.789 -4.962 23.075  0.044
H 8.561 -5.998 21.826  0.068
H 9.065 -6.630 23.360  0.082
H 12.614 -4.990 24.578  0.092
H 10.853 -5.049 24.685  0.116
H 12.378 -3.165 22.652  0.051
H 12.115 -2.727 24.293  0.043
H 10.665 -3.225 23.349  0.067
C 17.334 -2.143 20.202  -0.075
C 17.717 -2.746 21.598  -0.221
N 17.244 -1.963 22.736  -0.165
C 15.753 -1.957 23.102  -0.217
C 15.223 -0.713 23.725  -0.103
C 18.196 -1.668 23.790  -0.275
C 18.269 -2.730 24.859  -0.089
H 17.928 -2.424 19.332  0.058
H 17.314 -1.053 20.194  0.058
H 16.341 -2.395 19.829  0.040
H 17.093 -3.635 21.685  0.095
H 18.740 -3.091 21.749  0.103
H 15.160 -1.954 22.187  0.097
H 15.269 -2.778 23.633  0.094
H 15.606 -0.438 24.708  0.077
H 15.265 0.095 22.995  0.081
H 14.181 -0.928 23.959  0.045
H 18.059 -0.673 24.211  0.107
H 19.236 -1.554 23.484  0.083
H 17.582 -2.587 25.693  0.066
H 19.284 -2.619 25.242  0.067
H 18.169 -3.757 24.510  0.076
C 13.381 -1.088 15.514  -0.093
C 12.624 -1.282 16.794  -0.231
N 12.592 -2.695 17.278  -0.186
C 12.005 -2.797 18.618  -0.247
C 12.902 -2.057 19.626  -0.083
C 12.174 -3.696 16.313  -0.249
C 10.762 -3.480 15.717  -0.080
H 13.479 -0.007 15.419  0.056
H 12.884 -1.407 14.597  0.077
H 14.427 -1.393 15.520  0.078
H 13.274 -0.716 17.462  0.086
H 11.609 -0.914 16.943  0.119
H 11.020 -2.345 18.731  0.102
H 11.882 -3.782 19.067  0.104
H 13.877 -2.542 19.596  0.065
H 13.012 -0.987 19.449  0.035
H 12.587 -2.293 20.642  0.048
H 12.227 -4.694 16.750  0.113
H 12.901 -3.603 15.507  0.094
H 10.616 -4.110 14.840  0.067
H 10.478 -2.438 15.568  0.066
H 10.107 -3.944 16.455  0.061